No. 1
Computed, not measured: a molecular structure, C8H10F6N2O4PtS2Se in a non-equilibrium geometry, with ωB97M-V/def2-TZVPD.

XYZ file:
```
34
Properties=species:S:1:pos:R:3:nbo_charge:R:1
Pt 0.38 -0.18 -0.65 0.72
F -0.49 3.06 2.49 -0.30
C 0.55 3.08 1.66 0.73
F 0.10 2.98 0.41 -0.31
F 1.21 4.21 1.79 -0.30
S 1.62 1.63 2.05 2.25
O 0.80 0.49 1.63 -1.01
O 1.92 1.75 3.44 -0.88
N 2.90 1.83 1.15 -1.20
S 3.00 1.08 -0.22 2.20
O 2.07 1.58 -1.22 -0.95
O 3.02 -0.36 -0.12 -0.93
C 4.68 1.60 -0.75 0.75
F 5.58 1.24 0.15 -0.29
F 4.94 0.99 -1.90 -0.30
F 4.72 2.91 -0.93 -0.29
C -2.52 -3.27 -0.91 -0.60
C -1.88 -2.04 -0.26 -0.23
C -2.95 -0.93 -0.08 -0.59
C -1.31 -2.39 1.13 -0.60
C -0.79 -1.50 -1.11 0.13
H -3.35 -3.63 -0.30 0.23
H -1.80 -4.08 -1.01 0.21
H -2.91 -3.03 -1.90 0.22
H -3.76 -1.34 0.53 0.23
H -3.37 -0.62 -1.03 0.23
H -2.53 -0.06 0.42 0.23
H -2.13 -2.70 1.78 0.23
H -0.81 -1.53 1.59 0.23
H -0.59 -3.21 1.06 0.22
H -0.68 -1.98 -2.09 0.18
Se -0.38 1.00 -2.63 0.14
C -2.09 1.51 -2.18 -0.02
N -3.15 1.90 -1.96 -0.34
```

Values from the calculation:
Kohn-Sham gap   0.2612 hartree
HOMO energy   -0.350 Eh
Relative energy (zero: lowest compared OMol25 entry of this formula, charge and spin)   38.1 kcal per mole

---

No. 2
Computed, not measured: a molecular structure, C8H10F6N3NaO13 in a non-equilibrium geometry, with ωB97M-V/def2-TZVPD.

XYZ file:
```
41
Properties=species:S:1:pos:R:3:nbo_charge:R:1
Na 2.13 1.39 -24.71 0.95
N 1.28 4.10 -26.52 0.72
O 1.63 3.71 -27.65 -0.54
O 0.34 4.90 -26.42 -0.52
O 1.92 3.75 -25.50 -0.64
N 2.72 -1.43 -26.29 0.72
O 1.82 -2.24 -26.43 -0.45
O 3.87 -1.79 -25.91 -0.61
O 2.52 -0.22 -26.56 -0.60
N -1.01 0.67 -25.50 0.71
O -1.38 1.68 -26.12 -0.52
O -0.44 0.78 -24.39 -0.63
O -1.25 -0.46 -25.97 -0.54
C 4.72 2.03 -27.26 -0.67
C 5.46 0.98 -26.46 -0.09
O 6.33 1.55 -25.41 -0.49
C 5.76 2.07 -24.36 0.70
O 4.59 2.23 -24.19 -0.57
C 6.84 2.70 -23.43 0.90
F 6.48 2.65 -22.15 -0.31
F 8.03 2.13 -23.55 -0.31
F 6.93 4.00 -23.76 -0.32
H 3.87 1.54 -27.74 0.27
H 5.37 2.58 -27.94 0.19
H 4.35 2.87 -26.66 0.25
H 6.23 0.55 -27.09 0.18
H 4.83 0.21 -26.03 0.25
C 4.30 -2.87 -22.99 -0.64
C 5.04 -1.54 -23.17 -0.09
O 4.79 -0.64 -22.08 -0.48
C 3.57 -0.18 -21.94 0.70
O 2.66 -0.26 -22.72 -0.55
C 3.37 0.56 -20.61 0.90
F 2.72 1.71 -20.83 -0.30
F 2.57 -0.17 -19.81 -0.32
F 4.51 0.84 -19.98 -0.31
H 3.23 -2.69 -22.90 0.24
H 4.75 -3.35 -22.12 0.18
H 4.44 -3.48 -23.88 0.25
H 4.73 -1.12 -24.12 0.25
H 6.10 -1.81 -23.13 0.18
```

Values from the calculation:
Kohn-Sham gap   0.2169 hartree
Charge   -2
HOMO energy   -0.069 Eh
Relative energy (zero: lowest compared OMol25 entry of this formula, charge and spin)   0.0 kcal per mole

---

No. 3
Computed, not measured: a molecular structure, C8H10F6N3O5PPr in a non-equilibrium geometry, with ωB97M-V/def2-TZVPD.

XYZ file:
```
34
Properties=species:S:1:pos:R:3:lowdin_spin:R:1
Pr 0.00 0.00 0.00 2.26
O -0.81 2.54 -2.80 0.00
C -0.56 1.67 -1.79 0.00
O 0.25 0.74 -1.96 0.02
C -1.41 2.10 -0.55 0.00
C -2.30 3.08 -0.25 0.01
C -2.85 3.08 1.07 0.00
C -2.50 2.10 2.06 0.01
C -1.60 1.14 1.69 0.00
N -1.19 1.28 0.45 0.02
C -0.89 -0.13 2.39 0.00
O -1.33 -0.26 3.67 0.00
O -0.07 -0.95 1.93 0.02
H -0.25 2.20 -3.52 0.00
H -2.58 3.83 -0.99 0.00
H -3.57 3.86 1.33 0.00
H -2.95 2.14 3.04 0.00
H -1.98 0.41 3.97 0.00
N -3.06 -3.13 -0.46 0.00
C -2.06 -2.31 -0.07 0.00
N -1.48 -2.68 1.09 0.00
O -1.71 -1.34 -0.72 0.01
H -3.35 -3.93 0.07 0.00
H -3.54 -2.91 -1.32 0.00
H -1.76 -3.48 1.62 0.00
H -0.72 -2.10 1.42 0.00
F 1.68 1.31 0.70 0.01
P 2.96 2.32 1.24 0.00
F 1.87 3.63 1.39 0.00
F 4.24 3.32 1.77 0.00
F 2.64 1.86 2.86 0.00
F 3.28 2.77 -0.39 0.00
F 4.06 1.00 1.09 0.00
H 1.42 -1.53 -0.55 0.63
```

Values from the calculation:
Spin multiplicity   4
Kohn-Sham gap (alpha / beta)   0.2446 / 0.2492 hartree
Charge   +2
HOMO energy (alpha / beta)   -0.620 / -0.624 Eh
<S²>   3.76

---

No. 4
Computed, not measured: a molecular structure, C8H10FeO5P in a non-equilibrium geometry, with ωB97M-V/def2-TZVPD.

XYZ file:
```
25
Properties=species:S:1:pos:R:3:lowdin_spin:R:1
O 0.30 2.65 -4.25 0.00
C 0.16 2.32 -3.17 0.01
Fe 1.02 0.74 0.61 3.04
O 2.23 0.43 -2.08 0.06
C 1.83 0.46 -0.99 0.10
C 2.01 -0.40 1.59 0.13
O 2.82 -1.04 2.14 0.09
C 0.08 1.60 1.90 0.10
O -0.37 2.14 2.83 0.03
C 2.30 1.99 0.61 0.09
O 3.11 2.81 0.59 0.04
H 0.20 1.89 -0.09 0.09
C -1.39 -1.51 1.70 0.03
P -0.60 -0.71 0.26 0.13
C -0.20 -2.08 -0.89 0.02
C -1.93 0.07 -0.71 0.03
H -0.64 -2.12 2.24 0.00
H -2.21 -2.17 1.37 0.01
H -1.79 -0.74 2.38 0.00
H -1.12 -2.64 -1.10 0.00
H 0.20 -1.66 -1.82 0.00
H 0.55 -2.72 -0.41 0.00
H -2.66 -0.69 -1.02 0.01
H -2.40 0.85 -0.10 0.00
H -1.50 0.53 -1.61 0.00
```

Values from the calculation:
Spin multiplicity   5
Kohn-Sham gap (alpha / beta)   0.2453 / 0.2794 hartree
Charge   +1
HOMO energy (alpha / beta)   -0.399 / -0.545 Eh
Relative energy (zero: lowest compared OMol25 entry of this formula, charge and spin)   0.0 kcal per mole
<S²>   6.04

---

No. 5
Computed, not measured: a molecular structure, C8H10IrO6P in a non-equilibrium geometry, with ωB97M-V/def2-TZVPD.

XYZ file:
```
26
Properties=species:S:1:pos:R:3:lowdin_spin:R:1
O 0.04 -3.31 -1.97 0.05
C 0.36 -2.25 -1.64 0.28
Ir 3.02 1.59 -0.51 1.60
C 1.63 2.56 0.39 0.24
O 0.81 3.17 0.93 0.13
C 4.78 2.29 -0.20 0.23
O 5.85 2.70 -0.01 0.14
C 2.63 1.52 -2.40 0.24
O 2.39 1.46 -3.53 0.13
C 3.03 -0.23 0.13 0.29
O 3.08 -1.32 0.53 0.21
H 1.06 -0.97 -1.25 0.36
C -2.39 0.87 1.55 0.00
P -1.53 -0.33 0.53 0.11
C -2.62 -0.66 -0.88 0.12
C -1.46 -1.88 1.47 0.13
O -0.17 0.15 0.11 0.70
H -2.57 0.45 2.55 0.00
H -3.35 1.13 1.09 0.00
H -1.75 1.76 1.62 0.00
H -2.34 0.01 -1.71 0.00
H -2.53 -1.70 -1.21 0.00
H -3.65 -0.46 -0.59 0.01
H -0.88 -2.62 0.93 0.00
H -0.97 -1.67 2.43 0.00
H -2.47 -2.26 1.65 0.01
```

Values from the calculation:
Spin multiplicity   6
Kohn-Sham gap (alpha / beta)   0.2222 / 0.2356 hartree
Charge   +3
HOMO energy (alpha / beta)   -0.635 / -0.815 Eh
Relative energy (zero: lowest compared OMol25 entry of this formula, charge and spin)   0.0 kcal per mole
<S²>   8.77

---

No. 6
Computed, not measured: a single C8H10N2 molecule in a non-equilibrium geometry, with ωB97M-V/def2-TZVPD.

XYZ file:
```
20
Properties=species:S:1:pos:R:3:nbo_charge:R:1
C 2.78 -1.13 0.30 -0.61
C 1.31 -0.64 0.37 -0.22
C 0.96 0.67 -0.30 -0.24
C -0.15 1.64 0.05 -0.39
C -1.35 0.74 0.14 -0.19
C -2.67 0.72 0.46 -0.05
N -3.12 -0.52 0.18 -0.34
N -2.20 -1.25 -0.47 -0.30
C -1.14 -0.51 -0.44 0.17
C 0.61 -0.56 -0.92 -0.19
H 2.74 -2.01 -0.37 0.21
H 3.07 -1.51 1.25 0.21
H 3.43 -0.34 -0.02 0.21
H 0.71 -0.96 1.12 0.22
H 1.73 1.38 -0.63 0.22
H -0.27 2.33 -0.80 0.21
H 0.08 2.25 0.91 0.22
H -3.37 1.46 0.76 0.21
H -4.06 -0.95 0.27 0.41
H 0.91 -0.80 -1.86 0.22
```

Values from the calculation:
Kohn-Sham gap   0.3661 hartree
SMILES   C[C@H]1[C@@H]2Cc3c[nH]nc3[C@H]12
HOMO energy   -0.328 Eh
Relative energy (zero: lowest compared OMol25 entry of this formula, charge and spin)   59.4 kcal per mole

---

No. 7
Computed, not measured: a single C8H10N2O molecule in a non-equilibrium geometry, with ωB97M-V/def2-TZVPD.

XYZ file:
```
21
Properties=species:S:1:pos:R:3:nbo_charge:R:1
H 2.66 0.68 -0.39 0.34
N 1.70 0.79 -0.69 -0.63
C 0.85 -0.12 -0.39 0.29
C 1.24 -1.52 0.12 -0.69
C -0.51 -0.12 -0.95 0.02
C -0.58 -0.49 -2.48 -0.61
C -1.66 0.00 -0.26 -0.26
C -1.86 0.40 1.06 -0.18
C -0.94 0.84 1.92 -0.30
C 0.37 1.25 1.73 0.12
N 1.23 1.87 2.18 0.25
O 2.24 2.39 2.39 -0.37
H 1.45 -1.46 1.14 0.24
H 2.04 -1.66 -0.64 0.24
H 0.44 -2.11 -0.18 0.22
H -1.61 -0.52 -2.67 0.21
H -0.05 -1.52 -2.54 0.21
H -0.17 0.36 -2.94 0.24
H -2.64 -0.34 -0.82 0.21
H -2.88 0.07 1.55 0.22
H -1.32 1.24 2.89 0.23
```

Values from the calculation:
Kohn-Sham gap   0.3020 hartree
SMILES   [H]/N=C(C)/C(C)=C\C=C/C#[N+][O-]
HOMO energy   -0.303 Eh
Relative energy (zero: lowest compared OMol25 entry of this formula, charge and spin)   150.3 kcal per mole

---

No. 8
Computed, not measured: 2 unconnected molecules or ions with the total composition C8H10N2O2S in a non-equilibrium geometry, with ωB97M-V/def2-TZVPD.

XYZ file:
```
23
Properties=species:S:1:pos:R:3:nbo_charge:R:1
C 2.71 -0.10 0.65 -0.43
N 2.37 0.50 -0.63 -0.60
C 1.33 1.39 -0.66 0.11
O 1.42 2.68 0.24 -0.50
C 0.53 1.76 0.50 0.76
O -0.32 1.50 1.27 -0.55
H 3.07 0.64 1.37 0.19
H 1.83 -0.59 1.05 0.21
H 3.49 -0.84 0.48 0.21
H 3.19 0.81 -1.14 0.38
H 0.98 1.68 -1.65 0.21
C -0.28 -1.53 -0.96 -0.36
C -1.35 -0.79 -0.68 0.07
N -1.86 0.11 -1.61 -0.45
C -2.91 0.69 -1.20 -0.04
S -3.51 0.27 0.39 0.30
C -2.13 -0.82 0.57 -0.19
C -1.88 -1.51 1.68 -0.37
H 0.12 -2.24 -0.25 0.20
H 0.21 -1.44 -1.91 0.22
H -3.45 1.41 -1.79 0.21
H -2.52 -1.44 2.54 0.21
H -1.02 -2.15 1.75 0.20
```

Values from the calculation:
Kohn-Sham gap   0.3000 hartree
SMILES   CN[C@@H]1OC1=O.C=c1ncsc1=C
HOMO energy   -0.293 Eh
Relative energy (zero: lowest compared OMol25 entry of this formula, charge and spin)   75.1 kcal per mole